(1)
82
Properties=species:S:1:pos:R:3:forces:R:3 method="wB97M-V/def2-TZVPD" orbital_gap_ev="6.280 / 4.365" spin_multiplicity=5 mol_weight_g_mol=688.6 s2=6.058 total_energy_ha=-4667.58663 fmax_ha_per_bohr=0.0941 charge=+4
C 2.75347 4.88817 -1.35399 -0.1 0.2 -0.5
C 1.70166 4.39986 -2.16540 0.3 -0.1 0.1
C 2.02025 4.33515 -3.54741 0.0 0.3 0.4
C 3.24883 4.83144 -4.02499 0.9 0.5 -1.7
N 4.18044 5.35617 -3.23306 -4.1 -1.8 1.9
C 3.94043 5.38285 -1.92387 1.6 0.9 0.4
C 0.41367 3.96874 -1.53450 0.4 0.5 -0.7
C -0.65522 3.69441 -1.01729 0.9 0.0 0.3
C -1.65262 2.99697 -0.22450 -0.3 -2.8 0.5
C -1.51951 1.55206 -0.29968 -0.2 0.6 -1.3
C -2.22408 0.57665 0.47374 0.8 0.9 -1.9
C -2.93275 1.14635 1.51689 -2.7 0.5 0.6
C -3.44639 2.45804 1.40548 1.0 0.4 -0.1
C -2.73655 3.38842 0.57640 -0.3 0.1 0.2
Ru -0.65954 0.46717 1.89836 2.6 -2.6 0.4
P 1.06304 -0.47257 0.54762 1.4 0.8 -2.3
H 1.34254 3.94187 -4.30385 0.1 0.1 0.2
H 2.67892 4.95516 -0.27306 0.0 0.1 -0.2
H 3.51137 4.85864 -5.08838 -0.4 -0.3 0.1
H 4.71938 5.86110 -1.32792 -0.2 -0.2 0.2
H -3.02988 4.43831 0.58632 -0.2 -0.3 0.1
H -0.95640 1.21861 -1.17389 -0.4 0.0 0.6
H -4.34957 2.80955 1.92845 0.8 -0.2 0.2
H -2.27991 -0.48498 0.21022 -0.1 0.6 0.0
C 2.03952 -2.10917 0.57234 -0.9 -0.5 0.7
C 3.14675 -2.47291 -0.44066 0.3 0.5 -0.4
H 1.25501 -2.87896 0.47605 0.1 0.1 0.2
H 2.45173 -2.22451 1.58791 -0.2 0.1 -0.2
H 3.52117 -3.49475 -0.24911 -0.4 0.4 0.2
H 2.79253 -2.46231 -1.48096 0.0 0.0 0.3
H 4.02156 -1.81063 -0.37515 -0.3 -0.2 0.1
C 1.18432 0.07619 -1.27962 -0.5 0.1 0.2
C 2.57706 0.46807 -1.80235 0.2 -0.3 0.1
H 0.61337 1.01265 -1.32940 0.3 -0.5 0.1
H 0.65572 -0.64955 -1.93961 0.5 0.3 0.4
H 2.50815 0.73617 -2.87558 0.0 -0.2 0.6
H 2.92728 1.36205 -1.26053 0.0 -0.4 -0.2
H 3.31427 -0.33809 -1.68079 -0.2 0.5 -0.2
C 2.06053 0.84415 1.34729 -0.3 -0.1 0.0
C 3.53556 0.54757 1.58153 0.5 0.2 0.4
H 1.53392 0.98087 2.31217 0.5 0.3 0.2
H 1.92046 1.77263 0.77539 -0.1 -0.2 0.1
H 3.94503 1.29236 2.27554 0.0 -0.2 -0.1
H 3.70947 -0.43836 2.02099 -0.1 0.2 0.0
H 4.12039 0.60949 0.66108 -0.2 0.0 0.0
Br -3.19644 -0.07590 3.01245 -0.8 0.8 -0.7
P -1.54110 -2.25232 -1.80841 -1.9 -0.4 0.0
C -0.55785 -3.36689 -2.85559 0.9 0.3 -0.1
C -1.33352 -4.58661 -3.34638 -0.6 -0.2 0.0
H 0.28640 -3.70621 -2.21929 -0.3 0.2 -0.2
H -0.10856 -2.78085 -3.67763 -0.2 -0.2 0.3
H -0.67728 -5.18875 -3.98857 -0.2 0.2 0.2
H -1.65635 -5.21121 -2.50369 0.1 0.1 -0.3
H -2.22410 -4.29253 -3.91371 0.2 -0.2 0.0
C -2.78535 -3.15787 -0.82430 0.6 -0.3 0.8
C -4.25142 -3.13671 -1.27700 -0.3 0.0 -0.3
H -2.74315 -2.66909 0.16670 0.0 -0.3 -0.1
H -2.41916 -4.18703 -0.69557 -0.1 0.3 0.1
H -4.82101 -3.76984 -0.58603 0.1 0.1 -0.2
H -4.69582 -2.13367 -1.23749 0.1 -0.3 0.0
H -4.37747 -3.52619 -2.29339 0.0 0.0 0.3
C -2.61212 -0.92324 -2.49073 0.8 0.7 0.1
C -3.20019 -1.28149 -3.84720 -0.1 -0.1 -0.4
H -2.03704 0.01234 -2.55279 -0.1 -0.3 -0.2
H -3.39970 -0.74438 -1.74044 0.4 -0.2 -0.2
H -3.66295 -0.37317 -4.25556 0.1 -0.3 -0.1
H -2.41219 -1.62806 -4.52800 -0.3 0.2 0.0
H -3.97514 -2.05325 -3.76827 0.3 0.2 -0.1
N -0.19918 -1.36974 3.20039 -0.2 0.2 -0.9
C -0.07631 -0.81726 4.54276 0.3 -1.2 0.6
C 0.22759 -1.60685 5.67182 -0.2 1.0 -0.3
C 0.30953 -0.94393 6.89806 -0.2 0.3 0.1
C 0.08606 0.44131 6.97513 0.0 0.1 0.1
C -0.20763 1.18909 5.83910 -0.2 0.5 0.0
C -0.28138 0.53606 4.62443 0.1 0.2 -0.1
H -1.06330 -1.88514 3.04800 -0.1 0.0 0.4
H 0.52539 -2.05987 2.98295 0.1 0.4 0.1
H 0.39364 -2.67679 5.59714 0.0 0.1 0.0
H 0.51601 -1.48233 7.82647 0.0 0.0 -0.4
H 0.13841 0.96800 7.93094 0.0 -0.3 -0.2
H -0.41888 2.26327 5.87261 0.2 -0.4 0.2
H -0.51380 1.08603 3.67279 0.2 0.5 1.5

---

(2)
86
Properties=species:S:1:pos:R:3:forces:R:3 method="wB97M-V/def2-TZVPD" orbital_gap_ev="7.334 / 7.329" spin_multiplicity=5 mol_weight_g_mol=952.0 s2=6.013 total_energy_ha=-5025.76431 fmax_ha_per_bohr=0.0072 charge=+1
Ir 0.71717 0.21813 1.74304 -0.1 -0.1 0.0
C 5.06261 -0.44770 -5.56190 0.0 0.0 0.0
C 3.88467 -0.77116 -4.68888 0.0 0.0 0.0
C 4.02407 -0.90747 -3.31389 0.0 0.0 0.0
C 2.95067 -1.19532 -2.48007 0.1 0.1 0.0
C 3.22252 -1.34610 -1.00180 0.0 0.0 0.0
C 1.68294 -1.32784 -3.07391 -0.1 0.0 0.0
Te 0.27765 -1.87011 -1.55210 0.0 -0.1 0.0
N 0.26576 -0.19910 -0.49971 0.0 0.0 0.1
C -0.67622 0.74136 -0.54057 -0.1 0.0 0.0
O -0.88081 1.34866 0.54545 0.0 0.2 0.1
C -1.42811 1.17766 -1.74280 0.0 -0.1 0.0
C -0.74892 1.41719 -2.93302 0.0 0.0 0.0
C -1.42678 1.95850 -4.01700 0.0 0.0 0.0
C -2.78492 2.22582 -3.92206 0.0 0.0 0.0
C -3.46779 1.96328 -2.73931 0.0 0.0 0.0
C -2.78760 1.45877 -1.64401 0.0 0.0 0.0
C -1.88193 -2.13661 -1.62879 0.1 0.0 0.0
C -2.10654 -2.50789 -0.30038 -0.1 0.0 0.0
C -3.38585 -2.73914 0.17612 0.0 0.0 0.0
C -4.45506 -2.62851 -0.69211 0.0 0.0 0.0
C -4.22383 -2.28089 -2.01063 0.0 0.0 0.0
C -2.95130 -2.01868 -2.52445 0.0 0.1 0.0
C -2.88420 -1.61879 -3.96832 0.0 0.0 0.0
C 1.50866 -1.21614 -4.45052 0.1 0.0 0.0
C 0.18838 -1.40404 -5.11709 -0.1 0.0 0.0
C 2.62035 -0.93269 -5.23514 0.0 0.0 0.0
H 5.99768 -0.51516 -5.00969 0.0 0.0 0.0
H 4.97803 0.56472 -5.95965 0.0 0.0 0.0
H 5.11585 -1.12881 -6.41105 0.0 0.0 0.0
H 5.00289 -0.78677 -2.86530 0.0 0.0 0.0
H 4.23722 -1.02061 -0.78246 0.0 0.0 0.0
H 3.13696 -2.38722 -0.67734 0.0 0.0 0.0
H 2.56054 -0.74040 -0.38058 0.1 0.0 -0.1
H 0.31588 1.22726 -2.99204 0.0 0.0 0.0
H -0.89237 2.18007 -4.93111 0.0 0.0 0.0
H -3.31312 2.64585 -4.76770 0.0 0.0 0.0
H -4.52648 2.17297 -2.66719 0.0 0.0 0.0
H -3.29888 1.28693 -0.70580 0.0 0.0 0.0
H -1.28908 -2.61208 0.40524 0.1 0.0 0.0
H -3.52515 -3.02130 1.21099 0.0 0.0 0.0
H -5.46473 -2.81857 -0.35399 0.0 0.0 0.0
H -5.06393 -2.19555 -2.68802 0.0 0.0 0.0
H -3.89061 -1.58076 -4.37899 0.0 0.0 0.0
H -2.31651 -2.33454 -4.56039 0.0 0.0 0.0
H -2.44490 -0.63022 -4.08885 0.0 0.1 0.0
H -0.61020 -1.34865 -4.39004 0.0 0.0 0.0
H 0.13568 -2.37306 -5.61812 0.0 0.0 0.0
H 0.00820 -0.63451 -5.86690 0.0 0.0 0.0
H 2.48462 -0.83809 -6.30657 0.0 0.0 0.0
C -0.42877 -2.36943 5.45087 0.0 0.0 0.0
N -0.21706 -0.99272 5.02642 0.0 0.0 0.0
C 1.13677 -0.49482 5.20238 0.0 0.0 0.0
C -1.08182 -0.35865 4.22144 0.0 0.1 0.0
N -0.65396 0.54602 3.35310 -0.1 0.0 -0.1
N -2.40351 -0.66446 4.34185 0.0 0.0 0.0
C -3.01814 -0.86715 5.64554 0.0 -0.1 0.0
C -3.32379 -0.34677 3.26609 0.0 0.0 0.0
H 0.43940 -2.95758 5.15293 0.0 0.0 0.0
H -1.30254 -2.78422 4.95792 0.0 0.0 0.0
H -0.55129 -2.43988 6.53344 0.0 0.0 0.0
H 1.48741 -0.81181 6.18381 0.0 0.0 0.0
H 1.14445 0.59123 5.15042 0.0 0.0 0.0
H 1.80704 -0.89317 4.43849 0.0 0.0 0.0
H -1.40459 1.13342 3.00824 0.0 0.0 0.1
H -2.26676 -0.80683 6.42722 0.0 0.0 0.0
H -3.51551 -1.83715 5.70519 0.0 0.0 0.0
H -3.76091 -0.08515 5.82210 0.0 0.0 0.0
H -2.81442 -0.40497 2.30552 0.0 0.0 0.0
H -3.76928 0.64764 3.38224 0.0 0.0 0.0
H -4.13065 -1.08029 3.26989 0.0 0.0 0.0
Cl 0.67171 -2.19432 2.08577 0.0 0.0 -0.1
C 1.90826 3.49834 4.14979 0.0 0.0 0.1
Si 2.85697 3.34368 2.56120 -0.2 -0.1 0.0
C 4.65664 3.75322 2.75136 0.0 0.0 0.0
C 2.05819 4.25487 1.15652 0.0 0.1 0.0
Se 2.90112 1.08359 2.00781 0.3 -0.1 0.0
H 1.84320 4.54410 4.45746 0.0 0.0 0.0
H 2.40347 2.94241 4.94682 0.0 0.0 0.0
H 0.89448 3.11180 4.03481 0.0 0.0 0.0
H 4.77825 4.78190 3.09770 0.0 0.0 0.0
H 5.17762 3.65270 1.79856 0.0 0.0 0.0
H 5.13605 3.09267 3.47398 0.0 0.0 0.0
H 2.07674 5.33140 1.34079 0.0 0.0 0.0
H 1.01961 3.94731 1.02593 0.0 0.0 0.0
H 2.59247 4.06036 0.22578 0.0 0.0 0.0

---

(3)
97
Properties=species:S:1:pos:R:3:forces:R:3 method="wB97M-V/def2-TZVPD" orbital_gap_ev=8.482 mol_weight_g_mol=798.8 total_energy_ha=-3328.67835 fmax_ha_per_bohr=0.0090 charge=+1
C 0.27344 -3.09868 5.30858 -0.2 0.0 0.1
C 0.33981 -4.27967 4.37909 -0.1 0.1 0.0
O 0.03720 -5.39169 4.72279 0.2 -0.2 0.1
N 0.84825 -4.00750 3.07679 0.0 -0.1 0.0
C -0.17053 -3.49532 2.14880 0.3 0.0 0.3
C -1.14129 -4.54564 1.62935 0.1 -0.1 -0.2
C -2.02383 -4.07485 0.46837 0.0 -0.2 0.1
C -1.24510 -3.63962 -0.78576 -0.2 0.1 -0.1
C -1.04127 -2.11866 -1.02000 -0.1 0.1 0.0
C -1.31921 -1.10998 0.11256 0.2 0.3 0.2
C -2.25939 -0.00176 -0.38259 0.1 -0.1 -0.1
C -2.62931 1.00976 0.69985 -0.1 0.0 -0.2
C -3.75685 0.53901 1.61001 0.1 -0.2 0.2
F -4.94406 1.08902 1.26793 0.2 -0.1 0.1
F -3.91785 -0.82285 1.51364 -0.1 0.2 -0.1
C -3.51317 0.75660 3.13151 -0.3 0.1 0.2
F -4.56768 0.26343 3.79792 0.2 0.0 -0.1
F -2.42086 0.01690 3.46079 -0.1 0.1 -0.1
C -3.31279 2.25867 3.57980 0.0 0.0 0.0
F -4.23708 2.59309 4.48755 0.2 0.0 -0.3
F -3.49828 3.04656 2.48739 0.1 -0.1 0.2
C -1.88189 2.63863 4.11295 0.0 0.2 -0.1
F -1.79243 3.97188 4.06199 0.0 -0.3 0.1
F -0.95098 2.13426 3.27620 -0.2 0.2 0.1
S -1.47508 2.12227 5.90175 0.0 -0.1 0.0
F -0.28588 3.16700 5.91415 -0.1 -0.1 0.0
F -0.47111 0.99713 5.40224 -0.1 0.0 0.0
F -2.64804 1.04664 5.89433 0.1 0.1 0.0
F -2.48421 3.22478 6.41626 0.1 -0.1 0.0
F -1.14948 1.73845 7.38266 0.0 0.0 0.0
C 0.06559 -0.53991 0.47811 -0.1 -0.1 -0.2
C 0.96563 -0.98354 -0.62082 -0.1 0.0 0.0
C 2.37566 -0.50413 -0.71948 0.0 0.0 0.0
C 2.83455 0.09557 -2.07734 0.2 0.0 0.1
C 3.43790 1.49281 -1.90521 -0.2 -0.3 0.3
C 4.80834 1.47075 -1.21042 -0.2 0.4 0.0
N 5.69729 2.53555 -1.71673 0.1 -0.3 0.3
C 5.95274 3.57923 -0.76780 -0.4 0.0 -0.2
N 6.81353 3.39160 0.13676 0.3 0.2 -0.1
N 5.20617 4.75688 -1.00861 0.3 0.0 0.3
N 0.36212 -1.80360 -1.40494 0.2 -0.3 0.1
C 0.89596 -2.36033 -2.64121 0.0 0.2 -0.2
C 0.14767 -1.76552 -3.85354 -0.1 -0.2 0.2
C 1.00112 -1.84781 -5.12329 -0.2 -0.1 0.1
O -0.19574 -0.44824 -3.47646 0.2 0.1 -0.2
C -1.12146 0.18911 -4.33774 -0.2 0.1 0.0
C -1.18047 1.66512 -4.03876 0.0 0.0 0.1
C -2.21364 2.42195 -4.58958 0.0 0.1 0.1
C -2.29242 3.78593 -4.34800 0.1 0.0 0.0
C -1.34444 4.41108 -3.54473 0.0 -0.1 0.0
C -0.31869 3.66031 -2.98737 -0.1 0.0 -0.1
C -0.23751 2.29248 -3.23266 0.0 0.1 0.0
H 1.19017 -3.10488 5.90354 0.0 0.0 -0.1
H 0.21848 -2.14631 4.78483 0.0 0.0 0.0
H -0.56388 -3.22350 5.99317 0.0 0.1 0.0
H 1.25685 -4.86750 2.72487 -0.2 -0.1 -0.1
H -0.71219 -2.71279 2.68955 0.0 0.2 -0.2
H 0.36738 -3.05441 1.30483 -0.1 0.1 0.0
H -0.55017 -5.39736 1.27049 0.0 0.0 0.0
H -1.75996 -4.93091 2.44150 0.0 0.1 0.0
H -2.63922 -4.93141 0.18662 0.0 0.1 0.0
H -2.72684 -3.30275 0.78594 0.0 0.0 0.0
H -1.79475 -4.01088 -1.65313 0.1 0.0 0.0
H -0.27908 -4.15368 -0.80866 0.0 0.0 0.1
H -1.63780 -1.83159 -1.88754 0.0 0.0 0.0
H -1.73458 -1.57370 1.00166 -0.1 -0.1 -0.2
H -3.15273 -0.45911 -0.81315 0.0 0.1 0.0
H -1.75830 0.53232 -1.19913 0.0 0.0 0.0
H -1.75313 1.23520 1.30280 0.0 0.0 0.1
H -2.94216 1.94834 0.24434 -0.1 0.0 0.1
H 0.45493 -0.92767 1.42322 0.0 0.2 0.0
H 0.08701 0.55162 0.52126 0.0 0.0 0.1
H 2.48690 0.25322 0.05911 0.0 -0.1 0.0
H 3.02235 -1.33333 -0.41103 0.0 0.0 0.0
H 3.60630 -0.55659 -2.49654 -0.1 0.0 -0.1
H 2.00977 0.12620 -2.78673 0.0 0.0 0.0
H 3.53032 1.98439 -2.87230 0.1 0.0 0.0
H 2.73956 2.07618 -1.29181 0.0 0.2 -0.2
H 5.28893 0.50126 -1.35550 0.0 0.0 -0.1
H 4.67984 1.58667 -0.12798 0.1 -0.1 0.0
H 6.60517 2.11472 -1.87540 0.0 0.0 0.0
H 6.90089 4.20625 0.74080 0.0 0.0 0.0
H 5.61246 5.54254 -0.51722 -0.2 0.0 0.2
H 4.23425 4.66208 -0.74209 -0.1 0.0 -0.3
H 1.95758 -2.13624 -2.69352 0.0 0.0 0.0
H 0.76330 -3.44162 -2.64016 0.1 0.0 0.1
H -0.77477 -2.34694 -3.99420 0.0 0.1 0.0
H 1.83879 -2.53310 -4.98628 0.0 0.1 0.0
H 1.38434 -0.85728 -5.36699 0.1 0.0 0.0
H 0.42334 -2.21911 -5.96763 0.0 0.1 0.0
H -0.85222 0.02891 -5.38665 0.1 0.0 0.0
H -2.11920 -0.24368 -4.18238 0.0 -0.1 -0.1
H -2.96685 1.95309 -5.21305 0.0 -0.1 0.0
H -3.09486 4.36633 -4.78454 0.0 0.0 0.0
H -1.40887 5.47606 -3.36673 0.0 0.0 0.0
H 0.42297 4.14480 -2.36504 0.0 0.0 0.0
H 0.57367 1.72330 -2.79855 0.0 0.0 0.0